# 1
Computed, not measured: C25H22AsN2O5V as an isolated structure, with wB97M-V/def2-TZVPD.

XYZ file:
```
56
C25H22AsN2O5V | the Open Molecules 2025 dataset | wB97M-V/def2-TZVPD
V -0.33 0.10 -0.25
O 5.22 -2.24 -0.30
C 3.96 -1.70 -0.26
C 3.36 -1.33 0.94
C 2.09 -0.77 0.90
N 1.49 -0.54 -0.26
C 2.01 -0.96 -1.41
C 3.26 -1.56 -1.46
C 1.02 -0.72 -2.53
O 1.27 -1.04 -3.69
O -0.06 -0.21 -2.09
C 1.17 -0.42 2.03
O 1.49 -0.60 3.21
O 0.04 0.00 1.62
H 5.56 -2.26 0.60
H 3.84 -1.48 1.90
H 3.67 -1.91 -2.39
C -4.60 -0.66 -0.30
C -5.09 0.64 -0.21
C -4.21 1.70 -0.18
C -2.83 1.47 -0.22
C -2.31 0.16 -0.28
C -3.24 -0.88 -0.34
C -1.81 2.50 -0.21
C -2.11 3.87 -0.16
C -1.10 4.81 -0.13
C 0.24 4.37 -0.18
C 1.31 5.27 -0.16
C 2.61 4.84 -0.21
C 2.87 3.48 -0.31
C 1.83 2.56 -0.35
C 0.49 2.96 -0.26
N -0.53 2.05 -0.27
H -5.30 -1.49 -0.34
H -6.16 0.82 -0.17
H -4.61 2.70 -0.14
H -2.88 -1.90 -0.45
H -3.14 4.20 -0.13
H -1.31 5.87 -0.09
H 1.08 6.33 -0.10
H 3.43 5.55 -0.18
H 3.89 3.13 -0.37
H 2.07 1.52 -0.45
C -1.37 -4.31 -0.63
As -0.52 -2.73 0.26
C 1.07 -3.77 0.81
C -1.46 -2.89 1.98
H -1.45 -5.16 0.07
H -0.74 -4.61 -1.46
H -2.36 -4.08 -1.02
H 0.77 -4.80 1.05
H 1.53 -3.31 1.69
H 1.80 -3.81 0.00
H -1.10 -3.76 2.53
H -2.54 -2.99 1.81
H -1.28 -1.98 2.56
```

Values from the calculation:
Energy above the lowest of the compared OMol25 structures with the same formula, charge and spin ... 20.1 kcal per mole
Gap between HOMO and LUMO (alpha / beta) ... 0.1644 / 0.2679 Eh
Spin multiplicity ... 4
Net charge ... -1
⟨S²⟩ ... 3.7968

=====

# 2
Computed, not measured: C25H22AuN5OPS as an isolated structure, with wB97M-V/def2-TZVPD.

XYZ file:
```
56
C25H22AuN5OPS | the Open Molecules 2025 dataset | wB97M-V/def2-TZVPD
Au -0.04 0.00 -0.13
N -3.92 -0.49 1.81
C -2.63 -0.62 1.45
S -2.30 -0.85 -0.24
N -1.76 -0.61 2.46
N -0.49 -0.68 2.04
C 0.37 -0.91 3.00
C 1.74 -1.22 2.83
C 2.56 -1.22 3.98
C 3.89 -1.53 3.91
C 4.48 -1.91 2.67
C 3.75 -1.95 1.53
C 2.34 -1.63 1.55
O 1.66 -1.73 0.50
H -4.65 -0.65 1.14
H -4.14 -0.56 2.80
H -0.02 -0.89 4.02
H 2.11 -0.95 4.93
H 4.49 -1.51 4.81
H 5.53 -2.17 2.64
H 4.17 -2.27 0.59
N 1.12 2.83 -0.91
P 1.65 1.73 0.28
C 3.44 1.97 0.25
C 4.00 3.18 0.67
C 5.37 3.36 0.58
C 6.18 2.34 0.09
C 5.62 1.14 -0.32
C 4.25 0.96 -0.25
C 1.10 2.41 1.87
C 1.89 2.28 3.01
C 1.40 2.66 4.25
C 0.11 3.18 4.36
C -0.68 3.32 3.22
C -0.19 2.93 1.98
C 0.21 2.53 -1.91
C -0.06 3.46 -2.92
C -0.96 3.12 -3.90
C -1.57 1.87 -3.88
C -1.27 1.02 -2.85
N -0.40 1.34 -1.87
H 1.60 3.71 -1.01
H 3.38 3.96 1.09
H 5.81 4.30 0.91
H 7.25 2.49 0.03
H 6.25 0.35 -0.71
H 3.80 0.03 -0.58
H 2.89 1.87 2.94
H 2.02 2.56 5.13
H -0.27 3.48 5.32
H -1.68 3.73 3.30
H -0.82 3.03 1.11
H 0.44 4.42 -2.91
H -1.17 3.82 -4.69
H -2.28 1.56 -4.64
H -1.72 0.04 -2.78
```

Values from the calculation:
Energy above the lowest of the compared OMol25 structures with the same formula, charge and spin ... 12.8 kcal per mole
Gap between HOMO and LUMO (alpha / beta) ... 0.2884 / 0.2186 Eh
Spin multiplicity ... 3
Net charge ... +1
⟨S²⟩ ... 2.0924

=====

# 3
Computed, not measured: C25H22BBrIrN10 as an isolated structure, with wB97M-V/def2-TZVPD.

XYZ file:
```
60
C25H22BBrIrN10 | the Open Molecules 2025 dataset | wB97M-V/def2-TZVPD
Ir -0.05 0.05 -0.11
C 4.05 -0.54 0.93
C 3.08 -0.08 0.06
N 1.86 -0.31 0.59
N 2.06 -0.89 1.80
C 3.37 -1.04 2.01
B 0.87 -1.23 2.70
N -0.03 -2.23 1.93
C -0.51 -3.46 2.18
C -1.39 -3.82 1.19
C -1.42 -2.74 0.33
N -0.59 -1.78 0.77
N 0.05 0.07 2.84
C -0.40 0.71 3.91
C -1.09 1.85 3.51
C -1.02 1.84 2.14
N -0.33 0.74 1.73
N 1.35 -1.64 4.07
C 1.23 -2.72 4.88
C 1.93 -2.46 6.05
C 2.43 -1.17 5.86
N 2.10 -0.66 4.69
H 5.12 -0.51 0.79
H 3.20 0.37 -0.90
H 3.73 -1.49 2.93
H -0.20 -4.02 3.04
H -1.95 -4.74 1.11
H -2.02 -2.59 -0.55
H -0.21 0.33 4.90
H -1.56 2.59 4.13
H -1.40 2.55 1.43
H 0.68 -3.61 4.63
H 2.05 -3.12 6.89
H 3.03 -0.58 6.54
C -2.05 -3.11 -4.35
C -2.13 -1.82 -3.58
C -3.05 -0.82 -3.89
C -3.08 0.36 -3.15
C -2.19 0.49 -2.12
Br -2.12 2.04 -1.07
N -1.31 -0.45 -1.78
C -1.28 -1.59 -2.51
H -2.70 -3.08 -5.22
H -2.36 -3.95 -3.73
H -1.03 -3.30 -4.69
H -3.73 -0.95 -4.72
H -3.78 1.15 -3.39
H -0.53 -2.32 -2.24
N 3.98 3.01 -5.52
C 3.35 2.54 -4.69
C 2.55 1.95 -3.64
C 2.05 2.74 -2.62
C 1.30 2.17 -1.60
C 1.03 0.81 -1.63
C 1.53 0.00 -2.65
C 2.29 0.58 -3.65
H 2.27 3.80 -2.60
H 0.94 2.80 -0.79
H 1.39 -1.07 -2.65
H 2.71 -0.03 -4.45
```

Values from the calculation:
Energy above the lowest of the compared OMol25 structures with the same formula, charge and spin ... 41.6 kcal per mole
Gap between HOMO and LUMO (alpha / beta) ... 0.2216 / 0.1988 Eh
Spin multiplicity ... 2
Net charge ... +2
⟨S²⟩ ... 0.7575

=====

# 4
Computed, not measured: C25H22Cl3MnN3O4 as an isolated structure, with wB97M-V/def2-TZVPD.

XYZ file:
```
58
C25H22Cl3MnN3O4 | the Open Molecules 2025 dataset | wB97M-V/def2-TZVPD
Mn 0.68 -0.54 0.66
O 0.32 -0.81 2.55
C -0.47 -1.60 3.21
C -0.39 -1.59 4.62
C -1.20 -2.38 5.40
C -2.16 -3.22 4.83
C -2.25 -3.25 3.45
C -1.44 -2.47 2.63
C -1.65 -2.59 1.19
N -0.97 -1.95 0.32
N -1.30 -2.14 -1.01
C -0.51 -1.41 -1.75
O 0.44 -0.64 -1.35
C -0.74 -1.47 -3.23
C -1.78 -2.22 -3.77
C -1.97 -2.25 -5.15
C -1.14 -1.52 -5.99
C -0.10 -0.77 -5.45
C 0.09 -0.74 -4.07
H 0.36 -0.94 5.06
H -1.09 -2.34 6.48
H -2.79 -3.84 5.45
H -2.98 -3.90 2.98
H -2.45 -3.25 0.85
H -2.41 -2.78 -3.10
H -2.78 -2.84 -5.56
H -1.29 -1.54 -7.06
H 0.55 -0.20 -6.10
H 0.89 -0.16 -3.63
C 1.43 4.84 -0.43
N 1.93 3.48 -0.36
C 2.35 3.15 0.99
C 1.05 2.47 -0.95
C -0.26 2.24 -0.23
C -1.28 3.19 -0.39
C -2.48 3.10 0.30
C -2.68 2.03 1.16
C -1.69 1.07 1.30
C -0.48 1.14 0.61
H 2.23 5.53 -0.16
H 0.58 5.03 0.25
H 1.11 5.07 -1.45
H 3.13 3.86 1.30
H 2.77 2.15 1.01
H 1.52 3.21 1.72
H 1.62 1.54 -1.00
H 0.85 2.78 -1.98
H -1.12 4.01 -1.08
H -3.25 3.84 0.15
H -3.61 1.94 1.72
H -1.88 0.23 1.97
Cl 4.64 -3.32 -0.25
C 4.36 -1.67 -0.03
Cl 5.50 -0.58 -0.64
Cl 6.25 -1.79 2.67
C 3.03 -1.20 0.36
O 2.11 -2.04 0.59
O 2.79 0.04 0.39
```

Values from the calculation:
Gap between HOMO and LUMO (alpha / beta) ... 0.2264 / 0.2271 Eh
Spin multiplicity ... 6
Net charge ... -2
⟨S²⟩ ... 8.8684